Molecular formula: C54H150N15O21P9
Method: DFT, wB97M-V/def2-TZVPD

Cartesian coordinates (Å):
O: 5.5902 4.6887 29.4808
P: 7.0072 4.3002 29.7146
N: 6.9891 2.6000 29.8682
C: 8.1098 1.7513 30.4000
C: 5.6656 2.0174 30.1726
N: 7.8396 4.9606 30.9812
C: 8.3182 6.3497 30.8222
C: 7.5099 4.5604 32.2954
N: 7.9972 4.7990 28.3609
C: 9.1147 3.8886 28.1146
C: 7.1658 4.8302 27.1964
H: 8.9831 2.3441 30.1077
H: 8.1424 0.7930 29.9875
H: 7.9988 1.5349 31.4501
H: 4.9056 2.6790 29.9297
H: 5.6520 1.7218 31.2294
H: 5.4913 1.1181 29.5453
H: 7.4366 7.0215 30.8275
H: 8.9475 6.5950 31.6154
H: 8.8187 6.4472 29.8584
H: 6.6283 5.0718 32.7372
H: 7.3063 3.4533 32.1999
H: 8.3201 4.6792 33.0170
H: 8.7444 2.9102 27.7374
H: 9.6933 4.2439 27.3071
H: 9.7728 3.8008 28.9843
H: 6.3099 5.4231 27.4535
H: 6.7959 3.7479 27.0131
H: 7.5577 5.3215 26.2805
O: 17.9257 4.6027 27.1935
P: 17.1930 3.7046 28.0814
N: 17.2805 2.0986 27.5935
C: 17.6520 1.7675 26.2605
C: 16.8250 0.9076 28.3178
N: 15.6426 4.2545 28.2162
C: 15.0669 5.1367 27.2241
C: 14.6362 3.7422 29.0755
N: 17.6163 3.4857 29.7194
C: 17.4933 4.6059 30.6820
C: 18.9501 2.9663 30.0092
H: 16.8237 1.5883 25.4674
H: 18.2338 0.8449 26.3676
H: 18.2792 2.5439 25.7823
H: 16.7219 1.0250 29.3866
H: 17.5878 0.1212 28.1256
H: 15.8321 0.5905 27.9515
H: 14.6960 6.0862 27.7540
H: 15.8412 5.3634 26.5349
H: 14.2331 4.6318 26.6294
H: 13.9133 3.1478 28.5700
H: 15.1295 2.9942 29.7953
H: 14.0431 4.4789 29.6707
H: 17.7229 4.2468 31.6579
H: 18.1115 5.4515 30.3909
H: 16.5061 5.0192 30.7358
H: 19.6295 3.7446 30.1658
H: 19.2940 2.2631 29.2953
H: 18.7147 2.4192 30.9542
O: 5.6782 -4.0693 33.9685
P: 6.5124 -2.8535 34.1992
N: 5.5708 -1.5375 33.7750
C: 6.2034 -0.2087 33.6733
C: 4.1054 -1.5481 33.8744
N: 7.8447 -2.7933 33.1450
C: 7.7594 -3.4293 31.8419
C: 9.0035 -1.9571 33.2417
N: 7.2604 -2.4287 35.6963
C: 8.3639 -3.2516 36.1919
C: 6.4599 -1.7412 36.6822
H: 5.7350 0.3571 32.8884
H: 7.2386 -0.3340 33.3373
H: 6.1735 0.3892 34.5941
H: 3.8136 -2.5812 33.7317
H: 3.7451 -0.9299 33.0146
H: 3.5854 -1.1339 34.7603
H: 6.8037 -3.9772 31.7769
H: 7.7372 -2.6697 31.0998
H: 8.4854 -4.2127 31.6873
H: 9.9222 -2.5102 32.9877
H: 8.9308 -1.1425 32.5020
H: 9.1753 -1.5074 34.2193
H: 9.2844 -3.1762 35.5765
H: 8.5314 -2.8652 37.2315
H: 8.1211 -4.3146 36.3828
H: 6.5807 -0.6196 36.7115
H: 6.7426 -2.0517 37.7013
H: 5.4428 -1.9143 36.5343
O: 17.6395 -1.7951 29.2681
P: 17.1770 -3.2289 29.1552
N: 15.7618 -3.3610 28.1861
C: 15.4635 -2.3299 27.1775
C: 15.0225 -4.5409 27.9821
N: 16.6736 -4.0037 30.5700
C: 15.4377 -3.3481 31.1310
C: 17.6839 -4.2262 31.5844
N: 18.4563 -4.2219 28.5762
C: 19.3985 -3.5582 27.6729
C: 18.1467 -5.5460 28.0635
H: 15.8244 -2.5951 26.1890
H: 15.9807 -1.4327 27.3996
H: 14.3836 -2.1523 27.1091
H: 15.1502 -5.0633 26.9673
H: 13.9334 -4.3475 28.0812
H: 15.2781 -5.2499 28.7152
H: 15.6541 -2.3309 31.4897
H: 14.6165 -3.1252 30.4440
H: 15.1490 -3.8974 32.0235
H: 17.1536 -4.7239 32.3986
H: 18.5609 -4.8527 31.4131
H: 18.0861 -3.3031 32.0086
H: 20.2216 -4.3019 27.5134
H: 19.1094 -3.3015 26.6134
H: 19.6883 -2.6258 28.1861
H: 17.9709 -5.6111 26.9551
H: 17.3188 -5.9600 28.5443
H: 19.0263 -6.1366 28.2099
O: 18.0093 2.4993 35.2111
P: 17.7783 1.0972 34.7758
N: 19.1223 0.1804 34.4519
C: 19.8896 0.4543 33.2980
C: 19.6289 -0.9292 35.3187
N: 17.0213 1.0382 33.2922
C: 16.8938 -0.2270 32.4914
C: 16.1352 2.1932 32.9116
N: 17.0759 0.1832 36.0162
C: 16.2721 -0.9480 35.7251
C: 16.7717 0.8841 37.3146
H: 19.8490 -0.3175 32.5107
H: 20.9457 0.6782 33.5377
H: 19.4054 1.2767 32.8138
H: 18.9079 -1.1789 36.0678
H: 20.5475 -0.6280 35.8551
H: 19.8072 -1.8578 34.7472
H: 17.6350 -0.9567 32.8493
H: 15.8079 -0.5713 32.5712
H: 17.2282 -0.0954 31.4506
H: 16.0582 2.2780 31.8852
H: 15.1074 1.9921 33.2364
H: 16.4309 3.1329 33.4291
H: 16.6004 -1.5032 34.8296
H: 16.3894 -1.6970 36.5574
H: 15.1928 -0.7185 35.7001
H: 17.3331 1.7612 37.4141
H: 17.0719 0.2206 38.0942
H: 15.6809 1.1077 37.4383
C: 14.9300 4.4206 34.8952
C: 14.6553 3.2173 35.7548
O: 13.2788 2.7972 35.7298
P: 12.2480 2.9586 36.8622
O: 11.2979 4.0594 36.8458
O: 13.0519 3.0287 38.2416
C: 12.6264 3.7712 39.4060
C: 11.5036 3.1152 40.1527
O: 11.5921 1.4936 36.7808
C: 10.1393 1.4157 36.5886
C: 9.8150 0.8673 35.2273
H: 15.9844 4.6025 35.0169
H: 14.5906 4.1711 33.9206
H: 14.4381 5.3116 35.2481
H: 15.2878 2.4709 35.3477
H: 14.9744 3.4218 36.7969
H: 13.4877 3.9264 40.0224
H: 12.3768 4.8449 39.1875
H: 11.6692 2.0720 40.0858
H: 11.5042 3.4248 41.2254
H: 10.5929 3.3628 39.6626
H: 9.8136 0.7146 37.4008
H: 9.6945 2.3764 36.6157
H: 9.8558 1.7136 34.4582
H: 10.4370 0.0210 34.9588
H: 8.7764 0.4626 35.3563
C: 18.2037 2.3564 22.1582
C: 16.7369 2.0321 22.0795
O: 16.5206 0.6073 22.4170
P: 15.2762 -0.1361 21.8348
O: 14.0585 0.7003 21.9211
O: 15.6613 -0.4186 20.3242
C: 14.7537 -0.1467 19.3490
C: 15.4043 0.1166 18.0032
O: 15.3613 -1.5306 22.4632
C: 14.3325 -2.0297 23.3633
C: 13.3658 -2.9965 22.6630
H: 18.5499 3.3961 22.0514
H: 18.6143 2.0106 23.0782
H: 18.6728 1.8194 21.3574
H: 16.1484 2.6029 22.8315
H: 16.4331 2.2303 21.0370
H: 14.0854 -1.0488 19.2538
H: 14.0894 0.7004 19.6061
H: 14.6185 0.3917 17.3305
H: 15.9792 1.0488 18.1009
H: 16.0854 -0.6410 17.5638
H: 14.9463 -2.5439 24.0620
H: 13.8526 -1.1866 23.8277
H: 12.9976 -2.5111 21.7863
H: 13.8718 -3.9068 22.4339
H: 12.5941 -3.1799 23.3884
C: 12.1995 -6.7003 30.7628
C: 12.7834 -7.2040 32.0052
O: 12.9085 -6.1470 32.9783
P: 11.7275 -5.7261 33.9418
O: 10.5970 -5.0013 33.3799
O: 11.4017 -6.9597 34.8212
C: 10.0841 -7.5413 35.0622
C: 9.9080 -8.8929 34.4147
O: 12.6054 -4.7902 34.8502
C: 13.6796 -5.2988 35.7255
C: 14.5746 -4.1872 36.0659
H: 12.8703 -5.9175 30.4006
H: 12.0803 -7.5278 29.9279
H: 11.2399 -6.2816 30.8085
H: 12.3397 -8.0446 32.4691
H: 13.8230 -7.3949 31.7765
H: 9.9561 -7.7252 36.1241
H: 9.3972 -6.7560 34.6990
H: 10.6018 -9.6137 34.8220
H: 8.8493 -9.1505 34.5837
H: 10.0195 -8.8730 33.2548
H: 13.2918 -5.7735 36.6187
H: 14.1638 -6.0726 35.1926
H: 14.0895 -3.4342 36.6833
H: 15.4408 -4.5706 36.6466
H: 14.9813 -3.6852 35.1817
C: 12.5514 -1.5080 33.8430
C: 12.3482 -1.8574 32.3879
O: 13.4224 -1.1684 31.6681
P: 12.9138 -0.1006 30.6167
O: 14.1180 0.6078 30.1583
O: 11.7675 0.7739 31.3012
C: 11.9038 1.7510 32.3400
C: 12.4008 3.0152 31.8148
O: 11.9977 -0.8795 29.5802
C: 11.9418 -0.2931 28.2317
C: 11.4261 1.1457 28.1606
H: 13.5811 -1.5620 34.1728
H: 12.2770 -0.5062 33.8653
H: 11.9883 -2.1667 34.5318
H: 12.5017 -2.8722 32.1313
H: 11.3910 -1.4987 32.1407
H: 10.9291 2.0152 32.6439
H: 12.5282 1.2431 33.1022
H: 12.4439 3.7313 32.6287
H: 13.3521 2.9860 31.3922
H: 11.7953 3.3696 30.9546
H: 12.9533 -0.4448 27.8775
H: 11.2619 -0.9806 27.8306
H: 11.2862 1.4953 27.1140
H: 10.3541 1.1439 28.3977
H: 11.9694 1.9647 28.5359

Calculated values
* total charge: 0
* E_HOMO: -7.999 eV
* maximum force: 3.5 eV Å⁻¹
* LUMO level: 0.2 eV

=====

Molecular formula: C54H32N8PW
Method: DFT, wB97M-V/def2-TZVPD

Cartesian coordinates (Å):
W: 0.4150 -0.8597 -0.5632
C: 4.4077 1.8038 -5.2904
C: 3.7185 0.9271 -6.1232
C: 2.6886 0.1187 -5.6445
C: 2.3857 0.2332 -4.3025
C: 1.4021 -0.4405 -3.4633
N: 0.5463 -1.3328 -3.7398
C: -0.2098 -1.6639 -2.6394
C: -1.2856 -0.9379 -2.1390
C: -2.4513 -0.0373 -2.3553
C: -4.1696 -0.9754 -0.3711
C: -4.3384 -2.2881 -0.1380
C: -3.3629 -3.3247 -0.5230
C: -2.1148 -2.8343 -1.0630
C: -0.6872 -3.2711 -0.9692
N: -0.2840 -4.1027 -0.0160
C: 0.4459 -3.6606 0.9264
N: 0.7018 -2.2530 1.0551
C: 1.4109 -2.1088 2.1786
N: 1.8677 -0.9627 2.6710
C: 2.0761 0.0656 1.9119
N: 1.9332 0.1373 0.5070
C: 2.6471 1.2776 0.1150
N: 2.9499 1.6611 -1.0851
C: 2.5143 0.9649 -2.1317
N: 1.5199 0.0687 -2.1073
C: 3.0771 1.1109 -3.4671
C: 4.0996 1.9133 -3.9358
C: 3.1186 1.9944 1.2961
C: 3.8784 3.1431 1.4106
C: 4.1703 3.5675 2.7034
C: 3.7386 2.8531 3.8233
C: 3.0132 1.6730 3.6969
C: 2.7065 1.2734 2.4066
C: 1.6494 -3.3900 2.8380
C: 2.3254 -3.7082 3.9959
C: 2.3831 -5.0636 4.3303
C: 1.7910 -6.0382 3.5345
C: 1.1073 -5.7096 2.3637
C: 1.0536 -4.3678 2.0385
N: 0.2151 -2.6876 -1.7887
H: 5.2020 2.4097 -5.7044
H: 3.9915 0.8688 -7.1681
H: 2.1591 -0.5658 -6.2921
H: -2.2229 0.9863 -2.6350
H: -4.9632 -0.2909 -0.1011
H: -5.2822 -2.6346 0.2619
H: -3.5043 -4.3434 -0.1921
H: 4.6351 2.5904 -3.2854
H: 4.2235 3.6801 0.5384
H: 4.7551 4.4660 2.8480
H: 3.9943 3.2156 4.8098
H: 2.7102 1.0962 4.5593
H: 2.7880 -2.9515 4.6132
H: 2.9035 -5.3638 5.2297
H: 1.8645 -7.0763 3.8288
H: 0.6502 -6.4691 1.7451
C: -2.1256 0.6362 4.9702
C: -2.1660 1.8837 4.3611
C: -1.7522 2.0348 3.0492
C: -1.2714 0.9268 2.3421
C: -1.2700 -0.3269 2.9475
C: -1.6910 -0.4740 4.2613
P: -0.9107 1.0281 0.5733
C: -0.2322 2.6545 0.1670
C: 0.2926 3.5147 1.1314
C: 0.8180 4.7423 0.7525
C: 0.8405 5.1105 -0.5830
C: 0.3437 4.2457 -1.5531
C: -0.1874 3.0259 -1.1792
C: -2.5660 0.9823 -0.1865
C: -3.3456 1.9933 -0.6028
C: -4.4250 1.8544 -1.6138
C: -4.6500 0.8962 -2.5480
C: -3.8309 -0.3159 -2.7678
C: -4.3398 -1.4813 -3.3267
C: -3.8413 -2.7701 -3.1499
C: -2.9820 -3.3722 -2.1848
C: -1.7548 -1.4035 -0.8450
C: -2.8325 -0.3530 -0.7698
H: -2.4498 0.5283 5.9966
H: -2.5321 2.7416 4.9085
H: -1.8248 3.0068 2.5826
H: -0.9647 -1.1974 2.3855
H: -1.6856 -1.4497 4.7277
H: 0.2962 3.2405 2.1769
H: 1.2060 5.4129 1.5077
H: 1.2422 6.0722 -0.8727
H: 0.3642 4.5294 -2.5967
H: -0.5672 2.3568 -1.9459
H: -3.1667 3.0031 -0.2529
H: -5.1356 2.6727 -1.6139
H: -5.5355 0.9888 -3.1662
H: -5.2657 -1.4010 -3.8866
H: -4.2911 -3.5086 -3.8081
H: -2.7691 -4.4150 -2.3901

Calculated values
* total charge: +3
* E_HOMO: -15.417 eV
* maximum force: 0.8 eV Å⁻¹
* LUMO level: -9.7 eV

=====

Molecular formula: C54H34F15GeIN3O3PS5Tl
Method: DFT, wB97M-V/def2-TZVPD

Cartesian coordinates (Å):
Tl: -0.3811 1.6798 -2.1814
O: -2.4123 0.0789 -2.2035
N: -2.5711 -1.0588 -2.8431
C: -3.6068 -1.8495 -2.4727
C: -3.8518 -3.0633 -3.0546
C: -3.0027 -3.4923 -4.0823
C: -1.9680 -2.6810 -4.4719
C: -1.7198 -1.4193 -3.8703
S: -0.4675 -0.3988 -4.3705
H: -4.2121 -1.4362 -1.6798
H: -4.6830 -3.6618 -2.7055
H: -3.1620 -4.4498 -4.5670
H: -1.2888 -2.9688 -5.2645
I: -2.6219 2.7208 0.3737
C: -2.0846 4.7506 0.3245
C: -2.8409 5.5657 -0.4645
C: -2.6267 6.9601 -0.4801
C: -1.7013 7.5097 0.3511
C: -0.9012 6.6923 1.1914
C: 0.0340 7.2807 2.0771
C: 0.8394 6.5067 2.8586
C: 0.7819 5.1017 2.7436
C: -0.1017 4.4775 1.9009
P: 0.3697 2.6237 1.3922
C: 0.4097 2.1143 3.1663
C: -0.8261 1.9313 3.7950
C: -0.8975 1.5274 5.1202
C: 0.2664 1.3057 5.8492
C: 1.4975 1.5017 5.2408
C: 1.5680 1.9053 3.9090
C: 2.0609 2.9813 0.8087
C: 3.0545 2.0035 0.8736
C: 4.3221 2.2448 0.3592
C: 4.6049 3.4541 -0.2574
C: 3.6024 4.4087 -0.3911
C: 2.3391 4.1725 0.1299
C: -1.0262 5.2688 1.1398
H: -3.6102 5.1406 -1.0956
H: -3.2088 7.5779 -1.1522
H: -1.5412 8.5835 0.3739
H: 0.0863 8.3632 2.1250
H: 1.5486 6.9637 3.5411
H: 1.4768 4.5082 3.3287
H: -1.7411 2.0943 3.2331
H: -1.8669 1.3836 5.5875
H: 0.2129 0.9825 6.8832
H: 2.4122 1.3363 5.7997
H: 2.5377 2.0614 3.4544
H: 2.8338 1.0295 1.2922
H: 5.0783 1.4707 0.4195
H: 5.5929 3.6422 -0.6613
H: 3.7989 5.3347 -0.9197
H: 1.5573 4.9091 -0.0134
C: 0.5884 -0.2275 1.3172
O: 0.2375 1.0496 0.7692
H: 0.8604 -0.1666 2.3718
H: 1.4216 -0.6336 0.7397
H: -0.2731 -0.8869 1.2136
C: -3.9001 -3.9010 4.2235
C: -4.0150 -2.4445 3.9102
C: -4.5984 -1.5213 4.7174
C: -4.5897 -0.1675 4.2854
N: -4.1137 0.2129 3.1306
C: -3.6071 -0.7209 2.2610
S: -3.1146 -0.4301 0.7089
N: -3.4862 -2.0240 2.7502
C: -5.1770 0.9099 5.1475
H: -4.5102 -4.1559 5.0870
H: -2.8606 -4.1577 4.4405
H: -4.2205 -4.5013 3.3703
H: -5.0413 -1.8110 5.6605
H: -3.0736 -2.6776 2.0974
H: -5.3856 0.5578 6.1588
H: -6.1057 1.2577 4.6919
H: -4.4966 1.7606 5.1814
F: 1.5514 -5.3062 -3.7132
C: 0.7048 -4.8801 -2.7656
C: 1.0143 -3.8213 -1.9302
C: 0.0845 -3.5513 -0.9338
F: 0.3483 -2.6129 -0.0125
C: -1.1060 -4.2360 -0.7976
F: -1.9801 -3.9358 0.1735
C: -1.3780 -5.2726 -1.6632
F: -2.5113 -5.9706 -1.5430
C: -0.4651 -5.6044 -2.6377
F: -0.7260 -6.6380 -3.4526
Ge: 2.6270 -2.5997 -1.9315
S: 2.5001 -0.5307 -1.7364
C: 3.7122 -3.0736 -3.5557
C: 3.1518 -3.0710 -4.8232
F: 1.8324 -2.9584 -4.9829
C: 3.9104 -3.1712 -5.9735
F: 3.3360 -3.1919 -7.1818
C: 5.2828 -3.2467 -5.8763
F: 6.0301 -3.3458 -6.9797
C: 5.8839 -3.2186 -4.6370
F: 7.2206 -3.2832 -4.5476
C: 5.0957 -3.1207 -3.5077
F: 5.7495 -3.0764 -2.3339
C: 3.5875 -3.6294 -0.4610
C: 3.9067 -4.9645 -0.6255
F: 3.5208 -5.6248 -1.7323
C: 4.6373 -5.6903 0.2934
F: 4.9246 -6.9834 0.0891
C: 5.0801 -5.0687 1.4402
F: 5.7928 -5.7519 2.3416
C: 4.7802 -3.7418 1.6542
F: 5.2034 -3.1481 2.7785
C: 4.0439 -3.0435 0.7120
F: 3.7839 -1.7685 1.0074
C: -3.2616 2.4556 -4.2905
O: -3.5169 3.7530 -4.8375
C: -2.6920 4.7795 -4.5279
S: -3.1052 6.2536 -5.2496
S: -1.4113 4.5490 -3.4341
H: -4.0497 1.8142 -4.6819
H: -3.3009 2.4644 -3.2023
H: -2.2946 2.0725 -4.6059

Calculated values
* total charge: -2
* E_HOMO (alpha / beta): -1.936 / -1.946 eV
* <S²>: 0.76
* maximum force: 0.6 eV Å⁻¹
* 2S+1: 2
* LUMO level (alpha / beta): 2.9 / 2.9 eV
* ΔE to the lowest compared entry with this formula, charge and spin: 0.916 eV